# 1
{
  "formula": "H6NP3",
  "method": "ωB97M-V/def2-TZVPD",
  "lumo_ev": [-0.814, -1.432],
  "homo_lumo_gap_ev": [7.31, 7.98],
  "multiplicity": 1,
  "de_lowest_kj_mol": 417.0,
  "total_charge": 0,
  "symbols": ["N", "P", "P", "P", "H", "H", "H", "H", "H", "H"],
  "positions_angstrom": [[1.98801, 0.62218, 0.05269], [0.02162, -0.75163, 1.95371], [0.95863, -1.59398, -1.29368], [0.50072, 0.12285, -0.02110], [2.24845, 1.33328, 0.66167], [0.23258, 0.68083, 2.21603], [-1.47356, -0.57305, 2.05600], [1.01696, -0.71971, -2.45767], [-0.56332, -1.65687, -1.50561], [-2.15640, 0.91373, -0.37303]],
  "forces_ev_per_a": [[0.1, -0.4, -1.2], [-1.3, 1.5, 0.6], [-2.7, 0.6, -1.1], [-0.4, -1.0, -0.6], [0.6, 1.5, 1.5], [-0.2, -1.0, 0.6], [1.5, -0.1, -0.4], [0.2, -0.5, 0.6], [1.7, -0.5, 0.1], [0.4, -0.1, 0.0]],
  "mulliken_charge": [-0.553, -0.113, -0.153, 0.193, 0.252, 0.072, 0.094, 0.097, 0.085, 0.027]
}

=====

# 2
{
  "formula": "H6O15S3Zn",
  "method": "ωB97M-V/def2-TZVPD",
  "lumo_ev": 6.401,
  "homo_lumo_gap_ev": 2.46,
  "multiplicity": 1,
  "de_lowest_kj_mol": 932.1,
  "total_charge": -4,
  "symbols": ["Zn", "S", "O", "O", "O", "O", "S", "O", "O", "O", "O", "S", "O", "O", "O", "O", "O", "H", "H", "O", "H", "H", "O", "H", "H"],
  "positions_angstrom": [[19.27769, -10.94921, 3.33803], [15.46903, -9.31814, 5.58076], [14.31206, -10.11198, 5.44595], [15.13410, -8.00530, 5.12408], [15.95703, -9.41812, 6.91926], [16.50068, -9.83453, 4.70143], [21.51623, -10.47601, 7.56154], [21.95625, -11.75769, 8.12583], [22.74972, -9.76812, 7.39076], [20.82748, -10.73106, 6.31062], [20.60399, -9.82305, 8.55081], [19.94940, -6.51063, 2.52698], [20.27041, -7.92517, 2.54002], [18.51196, -6.35368, 2.50737], [20.47904, -5.85912, 3.69532], [20.52944, -5.80594, 1.39318], [18.16413, -13.86883, 3.75156], [17.67587, -14.45399, 3.17240], [18.28673, -14.37403, 4.55528], [21.82654, -12.53437, 2.37229], [22.58446, -12.66980, 1.80358], [21.98385, -13.10778, 3.12242], [17.77311, -11.28478, 0.53111], [16.84942, -11.32589, 0.77881], [17.79346, -11.59964, -0.37260]],
  "forces_ev_per_a": [[0.0, 1.0, 0.4], [0.9, 0.3, -0.4], [-4.6, -3.4, -0.5], [-0.3, 3.5, -0.4], [1.1, 0.5, 2.9], [2.5, -1.3, -1.7], [-0.9, -0.9, 2.4], [-0.1, -2.4, 1.0], [2.2, 2.7, -0.9], [-1.3, 0.1, -1.7], [0.3, 0.0, -0.7], [0.0, 1.7, -0.3], [0.7, -2.5, -0.2], [-2.3, -0.1, -0.1], [0.9, 0.7, 2.6], [0.9, 0.1, -2.4], [0.1, -0.1, -0.2], [-0.2, 0.0, -0.2], [0.1, 0.1, 0.4], [-0.2, -0.2, -0.4], [0.3, 0.1, -0.2], [-0.1, 0.0, 0.5], [0.2, -0.2, -0.1], [-0.3, 0.2, 0.4], [0.1, 0.0, -0.3]],
  "mulliken_charge": [0.564, 1.069, -0.731, -0.650, -0.645, -0.571, 1.057, -0.778, -0.704, -0.573, -0.698, 1.113, -0.590, -0.625, -0.658, -0.770, -0.442, 0.239, 0.272, -0.451, 0.231, 0.291, -0.485, 0.293, 0.240]
}

=====

# 3
{
  "formula": "H6O2S2",
  "method": "ωB97M-V/def2-TZVPD",
  "lumo_ev": 0.262,
  "homo_lumo_gap_ev": 9.84,
  "multiplicity": 1,
  "de_lowest_kj_mol": 39.4,
  "total_charge": 0,
  "smiles": "SS.O.O",
  "symbols": ["S", "S", "H", "H", "H", "H", "O", "H", "H", "O"],
  "positions_angstrom": [[0.57774, -2.83585, -0.50660], [-0.96002, -2.15575, 0.72112], [0.82472, -1.59800, -1.17759], [-0.39380, -1.64676, 1.79694], [-2.24095, 1.81057, -0.11228], [-1.25128, 1.73854, -1.30749], [-1.37690, 1.58754, -0.34537], [1.45653, 1.43231, -0.34758], [1.35881, 0.62378, 0.93866], [2.00516, 1.04362, 0.34019]],
  "forces_ev_per_a": [[0.1, 2.0, -0.2], [-0.6, -0.5, -1.0], [-0.2, -1.6, 0.8], [0.8, 0.1, 0.4], [-2.2, 0.6, 0.3], [-0.5, -0.1, 1.1], [2.7, -0.5, -1.4], [-0.1, 0.1, 0.1], [0.4, 0.3, -0.4], [-0.4, -0.4, 0.4]],
  "mulliken_charge": [-0.164, -0.171, 0.181, 0.142, 0.276, 0.314, -0.579, 0.313, 0.305, -0.616]
}

=====

# 4
{
  "formula": "H6O2SSi2",
  "method": "ωB97M-V/def2-TZVPD",
  "lumo_ev": [-1.120, -1.094],
  "homo_lumo_gap_ev": [7.65, 7.67],
  "multiplicity": 1,
  "de_lowest_kj_mol": 63.4,
  "total_charge": 0,
  "symbols": ["O", "O", "Si", "Si", "S", "H", "H", "H", "H", "H", "H"],
  "positions_angstrom": [[-2.96159, -0.12809, 0.91709], [-0.02386, 0.02063, -0.38650], [0.52279, 1.57547, -0.19921], [0.65515, -1.39887, 0.07941], [-2.68449, -0.48588, -0.48893], [-0.10756, 2.08579, -1.38274], [0.01219, 1.47176, 1.20006], [1.94390, 1.67733, -0.28795], [-0.14024, -2.36694, -0.61832], [0.72795, -1.59184, 1.47874], [2.05576, -0.85935, -0.31165]],
  "forces_ev_per_a": [[0.0, 0.0, 0.2], [-0.3, -0.6, -0.5], [-1.3, -2.0, 0.9], [1.6, 2.2, -1.3], [-0.4, -0.1, -0.2], [-0.4, 1.3, -0.2], [0.2, 1.8, 0.1], [1.0, 0.3, 0.0], [0.1, -0.9, -0.3], [-0.2, -0.4, 1.3], [-0.3, -1.6, 0.1]],
  "mulliken_charge": [-0.318, -0.007, 0.323, 0.363, 0.276, -0.081, -0.071, -0.139, -0.115, -0.115, -0.115]
}

=====

# 5
{
  "formula": "H6O3",
  "method": "ωB97M-V/def2-TZVPD",
  "lumo_ev": [4.060, 4.016],
  "homo_lumo_gap_ev": [3.07, 10.68],
  "multiplicity": 2,
  "de_lowest_kj_mol": 31.0,
  "total_charge": -1,
  "symbols": ["O", "H", "H", "O", "H", "H", "O", "H", "H"],
  "positions_angstrom": [[-21.05297, 12.88226, -17.82476], [-21.75421, 13.53324, -17.79802], [-20.88123, 12.67663, -16.90582], [-19.39116, 12.60137, -19.80748], [-19.56427, 11.84675, -20.37034], [-19.96824, 12.47623, -19.05411], [-23.91246, 12.65392, -17.01374], [-23.76678, 11.70961, -16.95645], [-24.76746, 12.73970, -17.43547]],
  "forces_ev_per_a": [[0.6, -0.1, 0.0], [-0.7, 0.1, 0.0], [-0.1, -0.2, 0.5], [0.9, -0.1, -1.0], [0.0, -0.1, -0.2], [-0.7, 0.3, 0.7], [0.8, 1.1, 0.3], [0.2, -1.0, 0.0], [-0.9, 0.0, -0.4]],
  "lowdin_spin": [0.197, 0.044, 0.062, 0.071, 0.005, 0.010, 0.364, 0.129, 0.118]
}

=====

# 6
{
  "formula": "H6O3",
  "method": "ωB97M-V/def2-TZVPD",
  "lumo_ev": 0.484,
  "homo_lumo_gap_ev": 11.75,
  "multiplicity": 1,
  "de_lowest_kj_mol": 51.9,
  "total_charge": 0,
  "smiles": "O.O.O",
  "symbols": ["O", "H", "H", "O", "H", "H", "O", "H", "H"],
  "positions_angstrom": [[0.31193, 1.46198, 1.36851], [1.10474, 0.97776, 1.11610], [-0.31967, 0.77854, 1.41099], [-0.00918, 0.25948, -1.34276], [0.53072, 0.80834, -1.94657], [-0.01269, 0.65029, -0.49889], [-0.90940, -1.75267, 0.07369], [-0.06989, -1.99947, 0.48482], [-0.62656, -1.18423, -0.66588]],
  "forces_ev_per_a": [[1.3, 0.9, -0.5], [0.4, 0.2, 0.2], [-1.6, -1.3, 0.5], [0.6, -0.4, -2.6], [-0.5, -0.4, 0.7], [0.1, 1.4, 1.5], [0.4, 0.1, 0.3], [-0.3, -0.2, -0.1], [-0.2, -0.4, 0.0]],
  "mulliken_charge": [-0.694, 0.336, 0.347, -0.671, 0.315, 0.343, -0.684, 0.298, 0.409]
}

=====

# 7
{
  "formula": "H6O3",
  "method": "ωB97M-V/def2-TZVPD",
  "lumo_ev": 0.439,
  "homo_lumo_gap_ev": 11.29,
  "multiplicity": 1,
  "de_lowest_kj_mol": 38.3,
  "total_charge": 0,
  "smiles": "O.O.O",
  "symbols": ["O", "H", "H", "O", "H", "H", "O", "H", "H"],
  "positions_angstrom": [[1.32956, -0.83956, -1.71900], [2.05856, -0.51256, -1.15900], [0.59656, -0.25756, -1.44300], [-0.50444, -0.33756, 1.67800], [-0.47644, 0.36244, 2.32400], [0.34356, -0.71756, 1.63400], [-0.82644, 0.78444, -0.71600], [-1.67244, 1.16544, -0.73100], [-0.84844, 0.35244, 0.13200]],
  "forces_ev_per_a": [[0.3, 0.5, 0.9], [-0.3, -0.3, -0.5], [0.0, -0.2, -0.4], [-1.8, 0.3, 0.0], [0.2, 0.3, 0.4], [1.7, -0.8, 0.0], [1.3, -0.2, -0.6], [-1.8, 1.0, -0.6], [0.4, -0.7, 1.0]],
  "mulliken_charge": [-0.641, 0.294, 0.376, -0.705, 0.339, 0.322, -0.689, 0.309, 0.393]
}

=====

# 8
{
  "formula": "H6O3",
  "method": "ωB97M-V/def2-TZVPD",
  "lumo_ev": 0.279,
  "homo_lumo_gap_ev": 9.51,
  "multiplicity": 1,
  "de_lowest_kj_mol": 314.1,
  "total_charge": 0,
  "symbols": ["O", "H", "H", "O", "H", "H", "O", "H", "H"],
  "positions_angstrom": [[-0.19842, -1.88518, -0.69529], [-1.00337, -2.03017, -1.19256], [-0.41436, -1.17509, -0.09082], [0.88069, 1.54662, -0.08296], [0.15552, 1.75751, -0.67108], [1.29999, 2.38898, 0.09267], [-0.34998, -0.53954, 0.71947], [-0.57395, -0.20230, 1.58683], [0.20388, 0.13920, 0.33374]],
  "forces_ev_per_a": [[0.8, -5.3, -6.1], [0.0, -0.4, -0.5], [-1.3, -3.1, -2.5], [0.1, 0.4, -0.3], [-0.2, 0.2, -0.4], [0.3, 0.1, 0.2], [-0.1, 7.5, 8.8], [-0.3, 0.0, 0.4], [0.8, 0.6, 0.2]],
  "mulliken_charge": [-0.792, 0.229, 0.437, -0.674, 0.322, 0.313, -0.559, 0.299, 0.425]
}

=====

# 9
{
  "formula": "H6O3",
  "method": "ωB97M-V/def2-TZVPD",
  "lumo_ev": 0.460,
  "homo_lumo_gap_ev": 11.13,
  "multiplicity": 1,
  "de_lowest_kj_mol": 60.1,
  "total_charge": 0,
  "smiles": "O.O.O",
  "symbols": ["O", "H", "H", "O", "H", "H", "O", "H", "H"],
  "positions_angstrom": [[30.78200, -3.65700, 9.46900], [31.38600, -4.01200, 8.73700], [30.75100, -4.19000, 10.26000], [31.99700, -5.14400, 7.27400], [31.63200, -5.96500, 6.99700], [32.51800, -4.98500, 6.46400], [30.66900, -7.39400, 6.56500], [30.05000, -6.79100, 6.94300], [30.67000, -7.39500, 5.60700]],
  "forces_ev_per_a": [[0.6, 0.4, -1.7], [-1.2, 0.1, 1.9], [0.5, -0.5, -0.2], [1.3, 1.4, -0.8], [-0.8, -1.7, 0.2], [0.0, 0.6, 0.7], [1.2, -1.1, 0.1], [-1.1, 0.6, -0.2], [-0.5, 0.3, -0.1]],
  "mulliken_charge": [-0.663, 0.377, 0.302, -0.659, 0.393, 0.288, -0.732, 0.352, 0.341]
}

=====

# 10
{
  "formula": "H6O3",
  "method": "ωB97M-V/def2-TZVPD",
  "lumo_ev": 0.077,
  "homo_lumo_gap_ev": 10.47,
  "multiplicity": 1,
  "de_lowest_kj_mol": 203.7,
  "total_charge": 0,
  "smiles": "O.O.O",
  "symbols": ["O", "H", "H", "O", "H", "H", "O", "H", "H"],
  "positions_angstrom": [[3.02827, 2.25201, 1.44525], [3.67162, 2.07032, 2.21167], [2.21334, 2.39156, 2.11801], [3.31081, 7.69721, 2.04200], [2.37606, 7.42886, 1.56990], [3.78777, 6.78768, 2.07215], [3.42125, 5.08451, 1.72668], [2.39439, 4.82183, 1.67900], [3.87694, 4.39806, 1.60701]],
  "forces_ev_per_a": [[-1.5, 0.1, 4.8], [-0.7, 0.1, -2.0], [2.2, -0.5, -2.7], [-2.4, -2.5, -1.6], [3.7, 1.0, 1.8], [-1.4, 2.1, -0.2], [-9.2, 7.9, 1.5], [4.0, 0.7, 0.1], [5.4, -9.0, -1.7]],
  "mulliken_charge": [-0.697, 0.343, 0.345, -0.664, 0.282, 0.426, -0.575, 0.294, 0.247]
}

=====

Let's list max |F| in order: 3.0, 5.8, 3.1, 3.0, 1.4, 2.7, 2.1, 11.6, 2.2, 12.2 eV/Å.
Let's list total energy in order: -1082.206409, -4105.561209, -950.424887, -1131.165773, -229.273175, -229.305329, -229.310501, -229.205435, -229.302201, -229.247494 hartree.